{"formula": "C28H24Cl2F3N2O3S2Zr", "method": "the ωB97M-V functional and the def2-TZVPD basis", "species": ["Zr", "F", "C", "F", "F", "C", "C", "C", "C", "N", "C", "S", "H", "H", "H", "C", "C", "O", "H", "H", "H", "H", "H", "H", "Cl", "C", "C", "C", "C", "C", "Cl", "C", "N", "C", "C", "C", "C", "C", "C", "C", "C", "O", "O", "H", "H", "H", "H", "H", "H", "H", "H", "H", "H", "S", "C", "C", "C", "C", "C", "C", "H", "H", "H", "H", "H"], "xyz": [[0.6591, -0.5405, -0.6411], [4.9589, 2.5535, -0.6429], [5.6299, 1.3920, -0.6591], [5.9315, 1.0708, 0.6091], [6.7802, 1.5919, -1.3179], [4.8186, 0.2978, -1.3125], [5.3665, -0.5014, -2.2993], [4.6171, -1.5192, -2.8835], [3.3201, -1.7023, -2.4573], [2.7939, -0.9243, -1.5042], [3.5080, 0.0382, -0.9166], [2.5810, 0.8551, 0.3538], [6.3885, -0.3324, -2.6120], [5.0365, -2.1619, -3.6429], [2.6833, -2.4915, -2.8351], [1.7142, 1.5760, -3.5328], [0.3764, 0.9177, -3.7130], [0.2396, -0.2823, -2.8658], [1.7549, 2.4570, -4.1760], [2.5402, 0.9204, -3.8130], [1.8652, 1.9183, -2.5069], [0.2102, 0.5771, -4.7335], [-0.4455, 1.5681, -3.4288], [0.3100, -1.0820, -3.3894], [0.2840, -0.4264, 2.0796], [-1.4326, -0.5113, 2.5422], [-1.8856, -1.7218, 2.9973], [-3.2313, -1.8273, 3.3233], [-4.0451, -0.7183, 3.2012], [-3.5392, 0.5069, 2.7822], [-4.6206, 1.8601, 2.7951], [-2.1928, 0.6594, 2.4160], [-1.5761, 1.8253, 1.9727], [-2.1450, 2.9482, 1.3100], [-2.0233, 4.2032, 1.8914], [-2.5277, 5.3217, 1.2503], [-3.1749, 5.1852, 0.0298], [-3.2752, 3.9337, -0.5553], [-2.7461, 2.8065, 0.0633], [-2.8437, 1.4660, -0.6097], [-1.5635, 0.7001, -0.6253], [-1.5242, -0.5480, -0.4352], [-0.4355, 1.2822, -0.8629], [-1.2126, -2.5618, 3.0712], [-3.6372, -2.7649, 3.6758], [-5.0922, -0.7647, 3.4673], [-0.6406, 1.9619, 2.3145], [-1.5547, 4.2928, 2.8636], [-2.4321, 6.2954, 1.7115], [-3.5871, 6.0514, -0.4696], [-3.7562, 3.8296, -1.5209], [-3.1067, 1.6098, -1.6631], [-3.6095, 0.8173, -0.1788], [0.3232, -2.9202, -1.4257], [0.0954, -3.6665, 0.1838], [1.1377, -3.7008, 1.1065], [0.9847, -4.3516, 2.3244], [-0.2019, -5.0136, 2.6098], [-1.2388, -4.9927, 1.6835], [-1.1075, -4.3022, 0.4899], [2.0913, -3.2467, 0.8657], [1.8063, -4.3665, 3.0281], [-0.3139, -5.5524, 3.5414], [-2.1638, -5.5141, 1.8960], [-1.9235, -4.2810, -0.2202]], "atomic_forces_ev_per_a": [[-0.029, -0.225, -0.321], [0.125, -0.093, -0.009], [-0.045, -0.063, 0.030], [-0.027, 0.101, -0.131], [-0.091, 0.008, 0.100], [0.065, -0.021, -0.039], [0.060, 0.015, -0.079], [-0.079, -0.034, 0.019], [0.200, 0.107, 0.083], [-0.249, -0.154, -0.122], [-0.164, 0.344, 0.466], [0.182, -0.335, -0.397], [-0.012, 0.008, 0.003], [0.025, 0.016, 0.002], [-0.019, 0.005, -0.020], [0.144, 0.151, -0.029], [-0.187, -0.305, 0.015], [0.256, 0.289, 0.362], [0.019, -0.013, 0.023], [-0.044, -0.045, -0.032], [-0.072, -0.011, 0.028], [0.046, 0.059, -0.029], [0.039, 0.047, 0.051], [-0.044, -0.260, -0.195], [-0.186, 0.036, 0.118], [0.410, 0.089, -0.180], [-0.297, -0.053, 0.048], [0.098, -0.058, -0.016], [-0.013, 0.132, 0.002], [0.080, 0.086, -0.039], [0.069, 0.024, -0.087], [-0.116, -0.007, 0.001], [-0.116, -0.161, -0.022], [-0.005, -0.089, 0.238], [-0.028, 0.049, -0.021], [-0.029, -0.011, -0.025], [0.042, 0.004, 0.025], [0.037, 0.018, -0.008], [-0.099, 0.077, -0.081], [-0.076, -0.127, -0.074], [0.283, 0.281, 0.126], [-0.114, -0.042, 0.042], [-0.252, -0.047, 0.021], [0.039, -0.062, -0.009], [0.014, -0.003, -0.010], [0.012, -0.036, 0.000], [0.066, 0.053, 0.017], [0.009, -0.014, -0.008], [-0.003, -0.005, 0.001], [0.001, -0.005, 0.000], [-0.010, -0.004, 0.014], [-0.056, 0.009, 0.027], [0.013, 0.016, 0.041], [0.044, 0.104, 0.214], [0.022, 0.075, -0.120], [0.102, 0.042, 0.090], [-0.105, -0.047, -0.035], [0.087, 0.033, -0.027], [-0.073, 0.037, 0.070], [-0.030, -0.031, -0.038], [0.048, 0.029, -0.065], [-0.007, -0.007, 0.017], [-0.001, -0.002, -0.006], [0.013, 0.008, -0.003], [0.029, 0.019, -0.018]], "lowdin_charge": [1.407, 0.136, -0.601, 0.154, 0.152, -0.099, 0.040, -0.017, -0.124, -0.146, -0.649, 0.633, 0.136, 0.119, 0.086, -0.059, -0.200, -0.243, 0.099, 0.080, 0.069, 0.132, 0.117, 0.077, 0.740, -0.484, -0.084, -0.053, -0.089, -0.565, 0.772, -0.286, 0.074, -0.251, -0.018, -0.062, -0.065, -0.025, -0.177, -0.017, -0.591, -0.127, -0.159, 0.091, 0.116, 0.112, 0.123, 0.122, 0.111, 0.110, 0.117, 0.146, 0.139, 0.612, -0.655, -0.153, -0.081, -0.088, -0.085, -0.110, 0.097, 0.112, 0.110, 0.112, 0.109], "e_homo_ev": -10.854, "total_energy_ha": -3480.0373, "charge": 1, "orbital_gap_ev": 7.20, "e_above_lowest_kcal_mol": 15.47}